(1)
The following is a quantum chemistry calculation of a molecular structure, C29H34Cl5CsN2O4SeSi2Te, from the OMol25 dataset.

Computed properties:
Energy above the lowest of the compared OMol25 structures with the same formula, charge and spin, kJ/mol: 29.44
Charge: -2
HOMO, eV: -1.5
Frontier orbital gap, eV: 5.071

Last column: Löwdin charge in e.
Geometry (Å):
Cs1 -1.475 0.884 1.334  1.074
Cl1 4.826 4.577 -0.268  0.578
C1 3.775 3.368 0.413  -0.754
C2 3.997 2.875 1.676  -0.744
Cl2 5.331 3.467 2.624  0.583
C3 3.137 1.895 2.195  -0.619
Cl3 3.431 1.245 3.787  0.619
C4 2.020 1.380 1.506  -0.489
O1 1.249 0.484 1.983  -0.307
C5 1.786 1.907 0.147  -0.456
O2 0.791 1.453 -0.544  -0.412
C6 2.681 2.875 -0.325  -0.614
Cl4 2.498 3.396 -1.987  0.659
C7 -2.840 -3.283 -2.199  -0.192
Si1 -1.334 -3.414 -3.303  0.354
C8 -1.480 -2.178 -4.707  -0.193
C9 -1.294 -5.148 -4.053  -0.199
C10 0.221 -3.117 -2.329  -0.602
Te1 0.412 -1.056 -1.637  1.260
C11 2.016 -1.610 -0.331  -0.550
Si2 3.721 -1.582 -1.085  0.397
C12 4.221 0.126 -1.637  -0.169
C13 4.946 -2.203 0.204  -0.184
C14 3.821 -2.730 -2.578  -0.201
H1 -3.759 -3.436 -2.771  0.029
H2 -2.891 -2.294 -1.740  -0.025
H3 -2.812 -4.026 -1.397  0.030
H4 -2.335 -2.410 -5.347  0.026
H5 -0.579 -2.177 -5.326  0.029
H6 -1.623 -1.168 -4.316  -0.010
H7 -2.207 -5.353 -4.619  0.018
H8 -1.204 -5.906 -3.271  0.021
H9 -0.444 -5.263 -4.729  0.020
H10 1.103 -3.370 -2.921  -0.018
H11 0.222 -3.755 -1.440  0.007
H12 1.750 -2.601 0.045  0.011
H13 1.944 -0.922 0.516  -0.013
H14 4.389 0.793 -0.788  0.031
H15 3.441 0.577 -2.255  0.014
H16 5.142 0.082 -2.226  0.031
H17 4.911 -1.566 1.091  0.030
H18 5.970 -2.191 -0.180  0.020
H19 4.709 -3.224 0.515  0.021
H20 3.162 -2.375 -3.374  0.015
H21 3.531 -3.754 -2.328  0.023
H22 4.843 -2.750 -2.968  0.020
C15 -0.894 2.393 -2.919  -0.041
N1 -1.863 2.765 -1.901  -0.056
C16 -2.999 2.094 -1.615  -0.829
Se1 -3.657 0.562 -2.380  0.582
N2 -3.596 2.754 -0.584  0.079
C17 -2.825 3.833 -0.180  -0.226
C18 -2.952 4.743 0.857  -0.011
C19 -1.923 5.659 1.014  -0.090
C20 -0.807 5.655 0.174  -0.074
C21 -0.677 4.736 -0.856  0.007
C22 -1.712 3.830 -1.018  -0.172
H23 -1.266 1.498 -3.411  0.034
H24 0.055 2.172 -2.430  0.030
H25 -0.805 3.204 -3.644  0.098
H26 -4.431 2.400 -0.148  0.149
H27 -3.793 4.710 1.537  0.117
H28 -1.972 6.373 1.826  0.099
H29 -0.005 6.359 0.352  0.104
H30 0.211 4.686 -1.467  0.072
Cl5 -0.927 -3.811 7.327  0.596
C23 -1.781 -2.546 6.463  -0.675
C24 -3.151 -2.428 6.625  -0.123
C25 -3.820 -1.426 5.937  -0.033
C26 -3.143 -0.546 5.099  -0.122
C27 -1.763 -0.692 4.960  -0.023
C28 -1.074 -1.691 5.637  -0.103
C29 -3.943 0.549 4.356  -0.692
O3 -5.168 0.556 4.558  -0.044
O4 -3.260 1.311 3.628  -0.218
H31 -3.677 -3.112 7.278  0.091
H32 -4.890 -1.297 6.030  0.108
H33 -1.205 -0.017 4.321  0.088
H34 -0.004 -1.799 5.519  0.106

=====

(2)
The following is a quantum chemistry calculation of a molecular structure, C29H34CuF5N4O6P, from the OMol25 dataset.

Computed properties:
⟨S²⟩: 0.752
Spin multiplicity: 2
Charge: 0
HOMO (spin up / spin down), eV: -7.7 / -7.7
Frontier orbital gap (spin up / spin down), eV: 7.884 / 7.618

Last column: Mulliken spin population.
Geometry (Å):
Cu1 0.113 0.373 -0.680  0.754
N1 -1.142 1.985 -1.641  0.062
C1 -2.390 1.440 -2.168  -0.003
C2 -3.603 2.373 -2.025  0.006
C3 -3.763 3.123 -0.696  0.001
C4 -3.758 2.270 0.568  0.003
N2 -4.877 1.327 0.584  0.000
C5 -4.785 0.025 0.832  0.000
N3 -5.873 -0.753 0.611  0.000
N4 -3.760 -0.469 1.505  0.000
C6 -2.650 0.003 -1.608  0.002
O1 -3.815 -0.422 -1.666  0.001
O2 -1.646 -0.633 -1.184  0.000
H1 -1.268 2.756 -1.001  -0.003
H2 -0.454 2.199 -2.349  -0.004
H3 -2.268 1.242 -3.236  -0.002
H4 -4.484 1.758 -2.210  0.000
H5 -3.555 3.126 -2.815  -0.001
H6 -4.707 3.676 -0.738  0.000
H7 -2.973 3.871 -0.588  0.000
H8 -3.841 2.912 1.447  0.000
H9 -2.813 1.729 0.631  -0.002
H10 -5.701 1.626 0.088  0.000
H11 -6.432 -0.488 -0.185  0.000
H12 -5.688 -1.743 0.621  0.000
H13 -2.886 0.049 1.569  0.000
H14 -3.653 -1.469 1.537  0.000
C7 3.791 4.644 -4.146  0.000
O3 4.685 3.861 -3.378  0.000
C8 4.181 2.818 -2.688  -0.002
C9 5.079 2.193 -1.799  0.005
C10 4.645 1.142 -1.046  -0.004
C11 3.320 0.665 -1.115  -0.020
C12 2.876 -0.413 -0.274  -0.001
C13 3.883 -1.427 0.205  0.007
O4 1.697 -0.586 0.093  0.070
C14 2.410 1.287 -2.017  0.010
O5 1.192 0.884 -2.201  0.087
C15 2.884 2.372 -2.793  0.010
H15 4.349 5.527 -4.446  0.000
H16 2.923 4.947 -3.556  0.000
H17 3.455 4.112 -5.039  0.000
H18 6.086 2.575 -1.713  0.000
H19 5.327 0.703 -0.329  0.000
H20 4.798 -1.407 -0.379  0.000
H21 3.425 -2.412 0.131  -0.002
H22 4.117 -1.248 1.258  0.000
H23 2.174 2.829 -3.470  -0.001
C16 -0.764 -2.488 1.392  0.001
P1 0.040 -3.103 -0.163  -0.003
C17 -1.413 -3.963 -0.911  0.000
C18 0.905 -4.537 0.616  -0.001
C19 0.746 -5.861 0.214  0.000
C20 1.521 -6.872 0.770  0.000
C21 2.467 -6.580 1.740  0.000
C22 2.637 -5.265 2.154  0.000
C23 1.868 -4.259 1.593  0.000
H24 -0.075 -2.534 2.232  0.000
H25 -1.643 -3.093 1.624  0.000
H26 -1.035 -1.448 1.233  -0.003
H27 -1.941 -4.608 -0.205  0.000
H28 -1.088 -4.551 -1.770  0.000
H29 -2.074 -3.175 -1.275  0.000
H30 0.009 -6.115 -0.537  0.000
H31 1.386 -7.894 0.437  0.000
H32 3.065 -7.372 2.173  0.000
H33 3.375 -5.023 2.909  0.000
H34 2.012 -3.233 1.911  0.001
F1 1.682 3.637 5.130  0.000
C24 1.093 2.939 4.153  0.001
C25 1.614 2.944 2.872  -0.002
F2 2.719 3.646 2.615  0.000
C26 0.983 2.257 1.854  0.000
F3 1.500 2.336 0.613  -0.001
C27 -0.196 1.515 2.041  -0.009
O6 -0.844 0.901 1.086  0.040
C28 -0.675 1.531 3.366  0.006
F4 -1.812 0.856 3.632  0.000
C29 -0.070 2.229 4.390  0.000
F5 -0.615 2.232 5.609  0.000

=====

(3)
The following is a quantum chemistry calculation of 2 unconnected molecules or ions with the total composition C29H34N3OP, from the OMol25 dataset.

Computed properties:
Charge: 0
HOMO, eV: -7.7
Frontier orbital gap, eV: 7.991

Last column: natural (NBO) charge in e.
Geometry (Å):
C1 -4.349 -3.030 -1.129  -0.621
C2 -3.330 -1.812 -0.730  -0.717
P1 -2.042 -1.441 -2.063  0.738
C3 -1.837 0.407 -2.418  -0.701
C4 -2.940 1.361 -1.737  -0.632
C5 -0.395 -2.333 -1.777  -0.561
C6 -0.734 -3.884 -1.496  0.284
N1 -0.955 -5.018 -1.142  -0.311
C7 0.543 -1.671 -0.586  -0.138
C8 -0.335 -0.727 0.404  0.294
N2 -1.198 -0.111 1.002  -0.334
C9 1.677 -0.826 -1.349  -0.431
C10 2.456 0.255 -0.448  0.101
C11 2.916 -0.261 1.002  -0.661
O1 3.701 0.568 -1.183  -0.551
C12 3.883 1.997 -1.310  -0.099
C13 4.629 2.665 -0.030  -0.048
C14 4.244 4.138 0.321  -0.239
C15 4.884 4.901 1.540  -0.217
C16 5.939 4.156 2.433  -0.236
C17 6.341 2.670 2.079  -0.217
C18 5.709 1.915 0.838  -0.233
C19 1.154 -2.960 0.208  -0.031
C20 2.406 -3.735 -0.389  -0.233
C21 3.051 -4.988 0.340  -0.206
C22 2.463 -5.550 1.678  -0.225
C23 1.200 -4.795 2.254  -0.198
C24 0.575 -3.523 1.542  -0.228
H1 -3.853 -3.773 -1.862  0.231
H2 -4.636 -3.657 -0.192  0.215
H3 -5.363 -2.630 -1.531  0.212
H4 -2.776 -2.197 0.216  0.233
H5 -3.909 -0.880 -0.401  0.256
H6 -1.964 0.534 -3.568  0.240
H7 -0.795 0.835 -2.179  0.218
H8 -3.062 1.182 -0.609  0.227
H9 -2.698 2.483 -1.924  0.236
H10 -3.989 1.207 -2.216  0.215
H11 0.245 -2.328 -2.742  0.287
H12 2.465 -1.452 -1.895  0.250
H13 1.126 -0.221 -2.177  0.221
H14 1.787 1.204 -0.388  0.194
H15 3.220 0.661 1.628  0.237
H16 2.113 -0.817 1.600  0.227
H17 3.860 -0.935 0.954  0.231
H18 4.619 2.155 -2.197  0.209
H19 2.923 2.569 -1.609  0.190
H20 3.469 4.700 -0.321  0.222
H21 4.535 5.978 1.728  0.229
H22 6.363 4.745 3.320  0.231
H23 7.121 2.186 2.768  0.230
H24 5.985 0.830 0.576  0.243
H25 2.911 -3.444 -1.379  0.225
H26 3.963 -5.497 -0.136  0.229
H27 2.922 -6.463 2.187  0.237
H28 0.732 -5.201 3.232  0.232
H29 -0.348 -3.021 2.016  0.241
N3 -5.011 3.594 -0.221  -0.420
C25 -6.309 3.428 -0.526  0.030
C26 -7.248 2.914 0.353  -0.264
C27 -6.826 2.544 1.622  -0.166
C28 -5.491 2.703 1.964  -0.261
C29 -4.630 3.230 1.015  0.031
H30 -6.589 3.728 -1.531  0.193
H31 -8.283 2.804 0.053  0.221
H32 -7.532 2.136 2.338  0.217
H33 -5.127 2.425 2.946  0.223
H34 -3.577 3.377 1.236  0.198

=====

What did we get for calculated total energy? Answer: -193357.46975, -116387.08633, -46416.89421 eV, in the order shown.